[1]
Density functional theory data (wB97M-V/def2-TZVPD) for C5H8O in the gas phase.

```
! RIJCOSX wB97M-V def2-TZVPD def2/J DEFGRID3
* xyz 0 1
O -1.229 -1.238 1.996
C -0.550 -0.614 1.206
C 0.225 -1.261 0.074
C 0.108 -0.309 -1.114
C 0.398 1.065 -0.587
C -0.462 0.869 1.070
H 1.269 -1.358 0.405
H -0.180 -2.252 -0.124
H 0.765 -0.590 -1.938
H -0.923 -0.286 -1.474
H 0.064 1.922 -1.182
H 1.504 1.209 -0.467
H 0.428 1.459 0.938
H -1.415 1.383 1.196
*
```

The calculation puts the molar mass at 84.1 u. The HOMO energy is -9.299 eV. The energy above the lowest of the compared OMol25 structures with the same formula, charge and spin comes out at 257.1 kJ/mol. For the HOMO-LUMO gap, the calculation gives 0.373 hartree. As for the LUMO energy: 0.85 eV. The SMILES is O=C1CCCC1.

=====

[2]
Density functional theory data (wB97M-V/def2-TZVPD) for C5H13NO2 in the gas phase.

```
! RIJCOSX wB97M-V def2-TZVPD def2/J DEFGRID3
* xyz 0 1
C -1.690 -0.646 -1.738
N -0.396 -0.838 -1.153
C 0.213 0.206 -0.373
C 1.338 0.952 -1.126
O 1.358 2.362 -0.890
C 0.755 -0.418 0.973
C -0.313 -0.246 2.074
O -1.143 -1.378 2.332
H -2.379 -1.479 -1.707
H -2.308 0.114 -1.222
H -1.657 -0.234 -2.763
H 0.282 -1.419 -1.616
H -0.436 1.037 -0.101
H 2.385 0.592 -1.062
H 1.250 0.864 -2.224
H 1.196 2.485 0.035
H 0.850 -1.497 0.798
H 1.705 -0.007 1.309
H 0.148 -0.004 3.042
H -1.025 0.533 1.791
H -0.860 -2.151 1.801
*
```

The calculation puts the molar mass at 119.2 u. The HOMO energy is -8.572 eV. The energy above the lowest of the compared OMol25 structures with the same formula, charge and spin comes out at 257.7 kJ/mol. For the HOMO-LUMO gap, the calculation gives 0.348 hartree. As for the LUMO energy: 0.91 eV. The SMILES is CN[C@H](CO)CCO.

=====

[3]
Density functional theory data (wB97M-V/def2-TZVPD) for C14H16N2O2S3 in the gas phase.

```
! RIJCOSX wB97M-V def2-TZVPD def2/J DEFGRID3
* xyz 0 1
C 3.872 3.358 -1.311
S 3.480 2.892 0.400
C 2.789 1.281 0.259
C 2.743 0.560 -0.929
C 2.152 -0.692 -0.944
C 1.619 -1.214 0.215
S 0.765 -2.777 0.195
O 0.744 -3.295 -1.145
O 1.269 -3.608 1.250
N -0.783 -2.313 0.667
C -1.779 -2.150 -0.371
C -1.375 -1.052 -1.340
S -1.022 0.524 -0.510
C -2.648 1.077 -0.130
C -2.805 2.288 0.548
C -4.087 2.711 0.829
C -5.163 1.923 0.431
C -4.892 0.741 -0.233
N -3.666 0.322 -0.508
C 1.686 -0.518 1.409
C 2.271 0.729 1.432
H 4.223 4.384 -1.260
H 2.974 3.303 -1.920
H 4.659 2.720 -1.703
H 3.154 0.958 -1.841
H 2.100 -1.272 -1.853
H -1.089 -2.894 1.431
H -2.728 -1.883 0.101
H -1.910 -3.074 -0.951
H -0.459 -1.325 -1.859
H -2.180 -0.868 -2.050
H -1.935 2.858 0.831
H -4.253 3.642 1.351
H -6.179 2.221 0.633
H -5.684 0.084 -0.566
H 1.272 -0.964 2.299
H 2.328 1.297 2.348
*
```

The calculation puts the molar mass at 340.5 u. The HOMO energy is -8.282 eV. The energy above the lowest of the compared OMol25 structures with the same formula, charge and spin comes out at 4.1 kJ/mol. For the HOMO-LUMO gap, the calculation gives 0.326 hartree. As for the LUMO energy: 0.59 eV. The SMILES is CSc1ccc(S(=O)(=O)NCCSc2ccccn2)cc1.

=====

[4]
Density functional theory data (wB97M-V/def2-TZVPD) for a molecular structure, C6H17InNO10PS.

```
! RIJCOSX wB97M-V def2-TZVPD def2/J DEFGRID3
* xyz -1 2
In 2.333 -0.378 1.045
P 3.973 -2.654 -1.000
O 5.257 -2.434 -1.885
O 2.826 -1.659 -1.380
O 4.257 -2.473 0.495
O 3.473 -4.117 -1.278
S 1.416 -3.204 3.048
O 0.102 -2.994 3.612
O 1.310 -2.970 1.631
O 2.272 -2.168 3.460
O 2.095 -4.479 3.290
C -1.574 -1.220 -2.630
C -0.953 -0.381 -1.496
C -1.923 0.008 -0.390
O -2.684 1.114 -0.876
C -3.598 1.510 0.034
N 0.213 -1.077 -0.937
H -0.922 -1.427 -3.479
H -2.381 -0.657 -3.099
H -1.891 -2.213 -2.311
H -0.582 0.526 -1.973
H -1.351 0.318 0.485
H -2.589 -0.810 -0.116
H -4.081 2.438 -0.271
H -3.188 1.711 1.024
H -4.319 0.693 0.075
H 0.934 -1.052 -1.644
H 0.051 -2.070 -1.034
C -0.498 4.008 0.419
C 0.387 3.355 1.441
O 1.195 2.364 0.812
H -1.066 3.256 -0.130
H 0.033 4.627 -0.304
H -1.089 4.710 1.007
H -0.184 2.770 2.163
H 0.960 4.144 1.928
H 1.785 2.888 0.266
*
```

The calculation puts the molar mass at 441.1 u. The HOMO energy (alpha / beta) is -5.367 / -4.984 eV. For the HOMO-LUMO gap (alpha / beta), the calculation gives 0.134 / 0.142 hartree. As for the LUMO energy (alpha / beta): -1.73 / -1.12 eV.

=====

[5]
Density functional theory data (wB97M-V/def2-TZVPD) for a molecular structure, C19H39Br2F3Mg2NO12RbSSi.

```
! RIJCOSX wB97M-V def2-TZVPD def2/J DEFGRID3
* xyz 2 1
C 2.456 -2.021 0.940
Si 3.019 -0.665 -0.227
C 4.701 -1.068 -1.032
C 3.190 0.983 0.690
O 1.933 -0.373 -1.495
C 1.154 -1.512 -1.869
C -0.199 -1.629 -1.115
C -0.650 -0.338 -0.408
C -2.218 -0.502 -0.308
C -2.813 0.715 -1.113
C -1.654 1.702 -0.772
O -0.522 0.882 -1.093
H 3.144 -2.020 1.803
H 2.523 -3.036 0.513
H 1.433 -1.897 1.310
H 5.534 -1.340 -0.283
H 5.096 -0.228 -1.627
H 4.534 -1.911 -1.774
H 4.170 1.111 1.161
H 3.052 1.754 -0.089
H 2.344 1.101 1.375
H 1.698 -2.469 -1.766
H 0.910 -1.417 -2.944
H -0.939 -2.047 -1.806
H -0.064 -2.386 -0.329
H -0.341 -0.308 0.651
H -2.605 -0.469 0.721
H -2.640 -1.454 -0.657
H -3.833 1.024 -0.892
H -2.726 0.682 -2.214
H -1.764 1.887 0.311
H -1.576 2.615 -1.365
Rb 6.638 -2.509 -0.091
O -4.978 -5.116 -0.672
C -4.061 -4.329 -0.440
C -3.228 -4.862 1.033
O -2.347 -4.022 1.269
H -4.324 -3.274 -0.245
H -3.253 -4.255 -1.199
H -2.921 -5.891 0.780
H -4.044 -4.995 1.760
Br 7.344 2.407 -1.270
C 6.523 3.544 -2.619
C 5.193 3.009 -3.070
Br 5.388 1.496 -4.280
H 7.256 3.639 -3.439
H 6.393 4.510 -2.135
H 4.650 3.759 -3.643
H 4.573 2.670 -2.245
O -2.630 -0.934 -4.078
H -2.034 -0.180 -3.863
H -2.375 -1.247 -4.962
Mg 7.689 2.652 -5.228
C -7.266 -0.647 1.862
F -8.069 -1.710 1.758
F -8.011 0.440 1.642
F -6.840 -0.590 3.130
S -5.859 -0.749 0.681
O -6.473 -0.806 -0.628
O -5.143 -1.963 1.032
O -5.068 0.449 0.897
C -0.655 3.742 2.759
C -2.088 4.195 2.910
O -2.281 4.139 4.323
C -1.062 4.243 4.914
O -0.886 4.395 6.072
O -0.063 4.148 3.988
H -0.153 4.212 1.914
H -0.565 2.656 2.666
H -2.241 5.222 2.572
H -2.794 3.545 2.396
O 2.601 0.350 -4.462
H 2.344 -0.081 -3.634
H 1.823 0.864 -4.711
Mg -0.987 -0.556 -5.259
C 0.833 -1.104 4.622
C 2.289 -1.257 4.517
N 3.419 -1.376 4.436
H 0.595 -0.131 5.049
H 0.380 -1.181 3.634
H 0.425 -1.884 5.261
*
```

The calculation puts the molar mass at 884.5 u. The HOMO energy is -11.537 eV. For the HOMO-LUMO gap, the calculation gives 0.047 hartree. As for the LUMO energy: -10.25 eV.

=====

[6]
Density functional theory data (wB97M-V/def2-TZVPD) for a gas-phase ion, CH3BrNO2S (charge -1).

```
! RIJCOSX wB97M-V def2-TZVPD def2/J DEFGRID3
* xyz -1 1
N -0.474 -1.294 0.327
C -0.415 -0.275 -0.885
S 0.628 1.004 -0.122
O 0.903 2.079 -1.057
O 0.248 1.661 1.190
Br 2.403 -0.394 -0.388
H -1.170 -2.096 0.398
H -0.794 -0.823 1.110
H -1.328 0.138 -0.574
*
```

The calculation puts the molar mass at 173.0 u. The HOMO energy is -3.999 eV. The energy above the lowest of the compared OMol25 structures with the same formula, charge and spin comes out at 310.3 kJ/mol. For the HOMO-LUMO gap, the calculation gives 0.275 hartree. As for the LUMO energy: 3.48 eV. The SMILES is NC=[S@@](=O)([O-])Br.

=====

[7]
Density functional theory data (wB97M-V/def2-TZVPD) for a molecular structure, C46H53As2GeIrN4O2.

```
! RIJCOSX wB97M-V def2-TZVPD def2/J DEFGRID3
* xyz 3 6
Ir 17.238 16.159 8.794
C 28.489 8.662 7.952
O 28.209 10.006 8.292
C 26.974 10.569 8.236
C 25.787 9.826 8.061
C 24.571 10.429 8.373
C 24.514 11.860 8.614
C 25.715 12.564 8.658
C 26.908 11.928 8.502
C 23.318 12.615 8.696
N 22.091 12.079 8.822
C 21.236 13.142 9.024
C 21.960 14.394 8.989
N 23.302 13.993 8.861
C 21.361 15.677 9.158
C 21.992 16.948 9.264
C 21.184 18.070 9.429
C 19.782 17.941 9.360
N 19.215 16.749 9.114
C 19.950 15.640 9.303
C 19.207 14.412 9.360
N 17.866 14.560 9.535
C 17.092 13.480 9.746
C 17.584 12.154 9.623
C 18.992 12.025 9.568
C 19.805 13.115 9.287
H 29.542 8.615 7.552
H 27.863 8.335 7.161
H 28.547 7.954 8.846
H 25.742 8.842 7.559
H 23.691 9.852 8.476
H 25.806 13.672 8.760
H 27.813 12.523 8.647
H 24.115 14.610 8.656
H 23.037 17.004 9.288
H 21.612 19.081 9.725
H 19.126 18.783 9.406
H 16.047 13.653 10.046
H 16.939 11.245 9.582
H 19.520 11.099 9.716
C 9.624 21.109 12.092
C 10.994 21.774 12.244
As 12.283 20.986 10.945
C 13.967 21.488 11.975
C 15.087 20.638 11.436
C 12.442 22.417 9.437
C 11.478 22.051 8.288
H 8.918 21.280 12.940
H 9.762 20.023 11.908
H 9.083 21.460 11.205
H 11.410 21.524 13.273
H 10.977 22.844 12.070
H 13.827 21.403 13.074
H 14.146 22.547 11.734
H 14.908 19.581 11.339
H 16.008 20.739 11.999
H 15.310 20.911 10.400
H 13.553 22.480 9.240
H 12.125 23.393 9.905
H 11.350 20.943 8.253
H 11.724 22.564 7.330
H 10.478 22.438 8.542
C 18.544 20.034 6.945
As 17.019 18.878 6.597
C 15.494 20.007 6.123
C 17.801 17.699 5.174
O 16.882 17.983 8.045
H 19.508 19.425 6.860
H 18.502 20.496 7.958
H 18.603 20.835 6.206
H 15.820 20.881 5.619
H 14.890 20.260 6.970
H 14.882 19.386 5.413
H 18.266 18.263 4.361
H 17.005 17.020 4.797
H 18.557 17.036 5.655
C 13.841 16.641 6.909
Ge 14.977 15.533 8.221
C 13.908 15.715 9.884
C 12.523 15.664 9.783
C 11.688 15.979 10.841
C 12.226 16.469 12.061
C 13.618 16.601 12.167
C 14.437 16.134 11.132
C 15.012 13.966 6.968
C 15.512 14.123 5.715
C 15.710 13.069 4.803
C 15.225 11.845 5.123
C 14.772 11.584 6.441
C 14.485 10.273 6.889
C 14.258 9.998 8.231
C 14.211 11.037 9.174
C 14.253 12.355 8.714
C 14.665 12.638 7.389
H 13.620 16.096 6.006
H 14.396 17.548 6.722
H 12.929 16.965 7.410
H 12.082 15.345 8.837
H 10.609 15.948 10.732
H 11.525 16.730 12.826
H 14.054 17.011 13.051
H 15.480 16.213 11.284
H 15.751 15.191 5.473
H 16.176 13.314 3.872
H 15.338 10.996 4.409
H 14.437 9.474 6.138
H 14.134 8.991 8.601
H 13.901 10.751 10.153
H 13.955 13.175 9.371
*
```

The calculation puts the molar mass at 1108.6 u. The HOMO energy (alpha / beta) is -11.874 / -13.166 eV. The energy above the lowest of the compared OMol25 structures with the same formula, charge and spin comes out at 248.4 kJ/mol. For the HOMO-LUMO gap (alpha / beta), the calculation gives 0.182 / 0.100 hartree. As for the LUMO energy (alpha / beta): -6.92 / -10.44 eV.

=====

Number 1: F_max 3.015 eV/Å, E -7359.5907 eV. Number 2: F_max 2.367 eV/Å, E -10979.2082 eV. Number 3: F_max 1.031 eV/Å, E -54358.2936 eV. Number 4: F_max 6.641 eV/Å, E -53757.4022 eV. Number 5: F_max 8.546 eV/Å, E -224862.1809 eV. Number 6: F_max 3.289 eV/Å, E -87546.4050 eV. Number 7: F_max 4.139 eV/Å, E -239619.0490 eV.